(1)
Entry from the Open Molecules 2025 dataset: a cluster of 11 separate species, C42H85Br2N2O13PS10 in total (the ωB97M-V functional and the def2-TZVPD basis).

Properties
multiplicity = 1
orbital gap = 6.98 eV

Each line ends with the Löwdin charge.
Element x y z (Å)
Br: -5.792 5.782 -2.696  0.56
Br: -0.008 -4.646 -1.372  0.60
S: 8.596 3.344 4.652  0.82
S: 3.879 -1.699 -1.778  0.81
S: 2.420 5.693 0.018  0.82
S: -4.219 -3.178 -6.808  0.83
S: 4.660 0.512 1.752  0.81
S: -0.359 -1.852 3.160  0.81
S: -2.659 1.740 7.852  0.82
S: 5.332 -3.506 2.191  0.79
S: -1.981 4.044 -5.843  0.83
S: 0.301 -6.672 -6.438  0.83
P: -2.963 4.351 1.571  0.61
O: 3.301 -3.068 -1.660  -0.58
O: -3.946 -2.361 -5.590  -0.56
O: 3.068 4.401 0.393  -0.57
O: -3.243 0.376 7.977  -0.55
O: -3.556 3.901 3.079  -0.18
O: 6.743 -3.902 1.897  -0.57
O: -1.566 4.841 1.819  -0.31
O: -1.701 4.845 -4.616  -0.56
O: 7.687 2.956 3.536  -0.57
O: -0.683 -5.590 -6.145  -0.57
O: -3.999 5.492 1.000  -0.14
O: 3.735 -0.432 2.455  -0.59
O: -0.335 -3.279 3.588  -0.54
N: -2.434 1.812 -1.751  0.17
N: -3.593 1.698 1.054  0.13
C: -2.469 2.841 -0.867  -0.22
C: 2.557 -0.522 -1.441  -0.25
C: -3.527 -2.068 5.626  -0.06
C: -4.363 -1.786 -0.193  0.03
C: -3.768 -2.976 2.900  -0.01
C: -4.233 -1.640 3.170  -0.20
C: -4.279 -0.638 0.696  -0.09
C: -3.020 2.809 0.524  -0.20
C: 3.439 7.020 0.689  -0.27
C: 10.217 3.675 3.936  -0.27
C: -4.894 -0.656 2.144  -0.11
C: -2.471 2.086 6.092  -0.28
C: -4.097 -1.179 4.583  -0.04
C: 6.187 0.578 2.701  -0.27
C: 4.771 -4.501 3.586  -0.26
C: -2.811 -4.124 -2.110  -0.26
C: -1.862 4.209 -1.373  -0.12
C: -3.792 -2.962 -2.607  -0.15
C: 4.283 -4.305 0.968  -0.26
C: -3.140 -0.532 -2.023  0.03
C: -3.990 2.924 8.131  -0.27
C: -4.414 4.544 -1.975  -0.61
C: -3.151 -3.882 3.953  -0.24
C: 4.023 -1.324 -3.536  -0.27
C: 1.028 5.940 1.132  -0.28
C: -2.646 5.173 -7.081  -0.27
C: -1.337 -3.988 -2.685  -0.58
C: 1.832 -5.879 -6.964  -0.27
C: -0.406 3.763 -6.673  -0.27
C: -3.617 0.622 0.190  -0.14
C: -4.903 -2.074 -8.059  -0.27
C: -0.139 -1.831 1.387  -0.27
C: -2.978 5.221 -1.914  -0.26
C: -3.774 -1.755 -1.592  -0.15
C: 0.932 -7.264 -4.857  -0.26
C: -3.025 -3.428 5.332  -0.05
C: -2.658 -5.327 3.601  -0.08
C: -2.638 -3.446 -7.623  -0.27
C: -3.042 0.705 -1.169  -0.16
C: 1.244 -1.139 3.570  -0.27
C: 9.075 1.831 5.506  -0.27
C: 4.124 2.186 2.146  -0.27
H: -3.453 -1.741 6.697  0.08
H: 1.744 -7.971 -5.032  0.05
H: -1.096 -2.926 -2.967  0.06
H: 3.067 -1.498 -4.032  0.05
H: -2.776 -4.047 -0.982  0.08
H: 2.935 7.976 0.539  0.05
H: 3.235 -4.138 1.223  0.05
H: -2.030 -4.087 -6.984  0.01
H: 4.391 7.027 0.158  0.05
H: -4.437 -0.182 4.941  0.08
H: 6.679 -0.393 2.629  0.05
H: -4.299 2.853 9.174  0.05
H: -4.857 -2.718 0.163  0.11
H: -1.587 -5.334 3.249  0.07
H: -4.837 2.690 7.484  0.06
H: -2.750 4.648 -8.031  0.05
H: 6.838 1.345 2.288  0.03
H: 1.357 5.839 2.168  0.07
H: -2.758 3.516 3.501  0.05
H: -3.345 -5.865 2.891  0.08
H: 5.330 -4.199 4.472  0.05
H: 4.844 2.901 1.749  0.05
H: 3.707 -4.327 3.753  0.05
H: 4.490 -3.866 -0.005  0.01
H: -1.237 3.958 -2.281  0.10
H: -4.999 -2.612 -9.003  0.05
H: -2.659 -5.896 4.574  0.07
H: -3.243 -5.112 -2.411  0.11
H: -1.705 1.422 5.690  0.05
H: 4.952 -5.558 3.385  0.05
H: 2.277 -0.612 -0.391  0.03
H: 1.288 -6.422 -4.260  0.05
H: -4.860 0.360 2.631  0.10
H: 2.613 -6.632 -7.070  0.05
H: -2.159 3.123 5.957  0.05
H: 0.745 -2.409 1.109  0.04
H: -0.036 -0.800 1.046  0.05
H: -2.567 -4.117 6.076  0.11
H: 10.144 4.570 3.319  0.05
H: 2.039 -1.761 3.164  0.03
H: -4.788 4.219 -0.974  0.04
H: -3.628 3.933 7.928  0.05
H: 1.692 -0.745 -2.069  0.06
H: 0.115 4.711 -6.813  0.06
H: 0.602 6.932 0.969  0.06
H: -2.129 -2.492 -7.772  0.06
H: 0.199 3.105 -6.049  0.05
H: 2.130 -5.126 -6.233  0.06
H: -4.106 6.233 1.628  0.10
H: 3.618 6.851 1.752  0.06
H: 0.276 5.187 0.918  -0.01
H: -4.396 3.630 -2.635  0.07
H: -1.023 -2.278 0.930  0.03
H: -3.625 5.512 -6.745  0.05
H: -0.584 3.285 -7.637  0.05
H: 4.498 -5.374 0.937  0.06
H: 4.780 -1.979 -3.966  0.05
H: -4.847 -3.325 -2.705  0.12
H: 1.658 -5.401 -7.928  0.05
H: 10.529 2.832 3.318  0.06
H: -3.415 1.906 5.574  0.04
H: -2.985 6.185 -1.341  0.10
H: 8.194 1.421 6.000  0.05
H: -2.715 -0.493 -3.062  0.12
H: 4.329 -0.284 -3.662  0.05
H: -5.888 -1.747 -7.728  0.05
H: 1.338 -1.091 4.655  0.05
H: 3.154 2.357 1.680  0.03
H: -1.166 4.670 -0.631  0.08
H: 1.307 -0.132 3.158  0.04
H: -2.800 -3.939 -8.583  0.06
H: 9.460 1.105 4.788  0.06
H: 0.122 -7.766 -4.329  0.05
H: -3.856 -3.419 1.882  0.08
H: -3.406 -2.616 -3.606  0.06
H: -2.760 5.513 -3.000  0.07
H: -1.284 -4.574 -3.649  0.05
H: 5.965 0.796 3.746  0.06
H: 9.835 2.061 6.253  0.05
H: -5.996 -0.915 2.100  0.13
H: -1.983 6.032 -7.195  0.06
H: -4.254 -1.206 -8.183  0.05
H: 2.913 0.491 -1.636  0.06
H: 10.939 3.844 4.736  0.05
H: 4.034 2.301 3.227  0.06

(2)
Entry from the Open Molecules 2025 dataset: a cluster of 7 separate species, C42H85O27PS7 in total (the ωB97M-V functional and the def2-TZVPD basis).

Properties
SMILES string = COCCCCCCCCCCC[C@]1(CC(=O)c2ccccc2)OS(=O)(=O)O[C@]1(CC(=O)O)[PH2]=O.CCOS(C)(=O)=O.CCOS(C)(=O)=O.CCOS(C)(=O)=O.CCOS(C)(=O)=O.CCOS(C)(=O)=O.CCOS(C)(=O)=O
multiplicity = 1
orbital gap = 7.95 eV

Each line ends with the Löwdin charge.
Element x y z (Å)
S: -2.017 -2.131 1.297  0.85
S: 2.973 -1.813 -7.836  0.62
S: -0.318 6.696 -1.830  0.61
S: 6.113 -6.084 0.453  0.63
S: 4.759 5.027 3.635  0.62
S: -10.917 1.843 -2.822  0.62
S: 2.557 1.415 7.113  0.62
P: 0.346 -2.229 -0.789  0.86
O: -10.350 1.803 -4.153  -0.29
O: 5.039 -5.503 1.231  -0.31
O: -12.137 1.139 -2.483  -0.29
O: -9.759 1.446 -1.746  -0.27
O: -0.873 6.686 -0.493  -0.29
O: -0.960 -1.396 2.177  -0.32
O: 4.569 -1.483 1.538  -0.23
O: 2.331 -0.519 -7.748  -0.29
O: 5.918 4.630 4.710  -0.27
O: 2.507 -2.845 -8.739  -0.29
O: 5.327 4.987 2.304  -0.29
O: 1.304 0.372 7.103  -0.27
O: 3.540 4.323 3.973  -0.29
O: -6.162 -1.259 -1.317  -0.04
O: 3.100 -2.446 -6.339  -0.26
O: -2.632 -1.210 -0.007  -0.22
O: -1.507 -3.591 0.516  -0.26
O: 0.641 -5.064 -3.282  -0.01
O: -2.990 -2.689 2.363  -0.30
O: 1.105 -2.120 -2.170  -0.45
O: 0.947 -5.832 -1.018  -0.03
O: 3.607 0.889 6.267  -0.29
O: 0.847 5.913 -2.186  -0.29
O: 6.223 -5.883 -0.976  -0.28
O: 2.050 2.763 6.962  -0.28
O: -0.071 8.240 -2.291  -0.27
O: 6.190 -7.682 0.765  -0.26
C: 4.754 -8.741 -0.882  -0.07
C: -1.856 -0.567 -3.251  -0.18
C: -8.619 -0.478 -2.692  -0.09
C: 1.925 -2.573 -5.552  -0.28
C: 0.719 9.079 -1.462  -0.28
C: -6.455 -2.635 2.115  -0.02
C: -5.739 -1.485 1.188  -0.08
C: -4.171 -2.900 -0.814  -0.04
C: -0.957 3.113 -0.532  -0.22
C: -11.094 3.544 -2.343  -0.13
C: -6.544 -0.816 4.324  -0.05
C: -2.994 -1.587 -2.658  -0.11
C: 6.223 3.257 4.905  -0.27
C: 1.078 -3.748 -6.005  -0.08
C: 4.433 -2.794 2.251  -0.12
C: 5.020 -8.467 0.587  -0.28
C: 4.582 6.728 4.113  -0.12
C: -1.415 -4.579 -1.696  0.00
C: -6.874 -2.292 3.663  -0.06
C: 2.198 8.772 -1.611  -0.08
C: -2.869 1.516 -1.737  -0.19
C: -1.371 -3.109 -0.899  -0.39
C: -5.365 -1.857 -0.394  -0.17
C: -5.418 0.006 1.827  0.00
C: 7.058 2.707 3.764  -0.07
C: 4.708 -1.566 -8.122  -0.13
C: 1.003 -0.266 4.780  -0.07
C: 2.698 0.341 1.276  -0.15
C: -2.716 -2.145 -1.142  -0.34
C: 1.671 2.544 0.109  -0.18
C: 3.193 -1.215 1.061  -0.25
C: 2.432 1.098 -0.168  -0.21
C: -1.614 6.322 -2.984  -0.11
C: 0.065 2.281 0.445  -0.20
C: 0.082 -5.167 -2.046  -0.24
C: 7.660 -5.635 1.199  -0.12
C: -5.812 0.371 3.403  -0.04
C: -9.454 0.073 -1.551  -0.27
C: 3.034 1.176 8.807  -0.12
C: -1.542 0.745 -2.315  -0.19
C: -2.518 2.533 -0.494  -0.20
C: 0.405 0.401 6.005  -0.27
H: 2.193 3.001 1.074  0.11
H: -5.572 1.422 3.861  0.08
H: 3.943 1.755 8.986  0.08
H: -4.889 0.852 1.212  0.08
H: 7.605 -5.823 2.273  0.08
H: 2.434 7.777 -1.222  0.07
H: -4.496 -3.382 -1.848  0.14
H: 3.879 7.200 3.424  0.08
H: 5.082 -0.821 -7.417  0.07
H: -0.883 1.494 -2.952  0.13
H: -11.798 4.016 -3.032  0.08
H: -10.121 4.034 -2.413  0.07
H: -1.899 -5.361 -0.937  0.16
H: 2.803 9.500 -1.063  0.08
H: -9.192 -0.500 -3.623  0.07
H: 5.645 -9.153 -1.366  0.09
H: 1.348 -1.642 -5.562  0.11
H: -0.164 1.115 0.502  0.08
H: 2.247 -2.742 -4.519  0.11
H: -0.551 3.265 -1.632  0.10
H: -4.058 -3.750 0.001  0.14
H: -1.255 6.518 -3.997  0.08
H: -2.632 2.027 0.573  0.11
H: 0.261 -0.346 3.981  0.05
H: 3.508 0.929 1.899  0.13
H: 1.373 -1.266 5.026  0.09
H: -3.399 2.136 -2.606  0.12
H: 3.815 -3.577 1.623  0.08
H: 3.113 -1.464 -0.091  0.12
H: -3.715 0.770 -1.346  0.09
H: 0.536 10.111 -1.782  0.12
H: 0.092 1.427 5.785  0.12
H: -6.651 -3.695 1.637  0.10
H: -4.036 -1.075 -2.817  0.13
H: -6.819 -0.602 5.443  0.08
H: 5.228 -2.518 -7.996  0.07
H: 8.458 -6.223 0.741  0.08
H: -2.991 -2.541 -3.376  0.14
H: 1.641 0.286 1.828  0.10
H: 3.768 -2.554 3.209  0.11
H: -1.865 5.264 -2.878  0.06
H: -8.289 -1.497 -2.475  0.07
H: -3.235 3.487 -0.473  0.11
H: 2.231 1.529 9.456  0.07
H: 5.555 7.219 4.043  0.07
H: -2.299 -0.140 -4.274  0.13
H: 1.602 -5.124 -0.695  0.11
H: 5.191 -9.419 1.102  0.12
H: 0.241 -3.910 -5.321  0.05
H: -2.139 -4.559 -2.626  0.14
H: 4.156 -7.992 1.064  0.11
H: -0.113 2.678 1.555  0.12
H: 0.668 -3.575 -7.004  0.07
H: -0.831 0.365 -1.439  0.08
H: 1.833 3.329 -0.764  0.11
H: -10.368 -0.513 -1.410  0.12
H: 2.411 -1.907 1.610  0.09
H: -2.484 6.939 -2.754  0.08
H: -1.034 4.212 -0.074  0.10
H: 7.388 1.687 3.981  0.08
H: 7.828 -4.572 1.013  0.08
H: 1.183 -3.086 0.063  0.05
H: 4.833 -1.208 -9.147  0.07
H: -7.413 -3.109 4.307  0.08
H: 4.496 -7.819 -1.413  0.07
H: 1.680 -4.661 -6.056  0.09
H: 1.712 0.485 -0.869  0.08
H: 4.196 6.772 5.133  0.07
H: 5.308 2.672 5.046  0.10
H: 6.484 2.684 2.833  0.07
H: 7.935 3.336 3.588  0.08
H: 3.437 1.247 -0.763  0.12
H: 2.492 8.784 -2.665  0.09
H: -11.481 3.587 -1.324  0.07
H: -8.879 0.001 -0.621  0.12
H: -7.741 0.152 -2.868  0.08
H: 0.270 -0.959 -0.103  0.01
H: 0.402 9.004 -0.417  0.12
H: 3.232 0.115 8.973  0.07
H: 6.798 3.185 5.835  0.12
H: 5.486 -3.244 2.560  0.10
H: 1.851 0.307 4.396  0.07
H: 3.925 -9.443 -1.002  0.08
H: -0.855 -1.125 -3.570  0.11
H: -0.491 -0.151 6.310  0.13

no.,E (eV),largest force on an atom (eV/A),HOMO energy (hartree)
1,-332248.8032,4.3,-0.2770
2,-185325.8058,9.6,-0.3300